(1)
{
  "formula": "C5H10O6PS2",
  "method": "ωB97M-V/def2-TZVPD",
  "elements": ["C", "C", "C", "C", "C", "O", "O", "O", "O", "O", "O", "P", "S", "S", "H", "H", "H", "H", "H", "H", "H", "H", "H", "H"],
  "xyz": [[-1.4912, 2.2885, -2.2513], [-1.3387, 1.1201, -1.6648], [-0.2987, 0.9458, -0.6358], [-0.7498, -1.5353, 1.9962], [-0.0429, -0.2933, 1.3890], [0.0168, 2.1852, -0.1846], [0.8404, -2.1254, -0.9597], [-0.6785, -0.0670, 0.1873], [1.3440, -0.6272, 1.0667], [1.1009, 0.4420, -1.3386], [3.1142, -1.0821, -0.7574], [1.5892, -0.8418, -0.4864], [1.1416, 2.5524, 1.0418], [4.4158, -0.0591, -0.3063], [-2.2187, 2.3741, -3.0023], [-0.9308, 3.1557, -1.9499], [-1.9547, 0.2388, -1.9017], [-0.1337, -1.8614, 2.8504], [-0.7057, -2.2509, 1.1724], [-1.7141, -1.0400, 2.1637], [0.0290, 0.5612, 2.0527], [0.8398, -2.5064, -1.8299], [2.3387, 2.2009, 0.5264], [4.6197, -0.7917, 0.8708]],
  "forces_ev_per_angstrom": [[0.191, -0.105, 0.428], [-0.064, -0.862, -0.620], [0.714, 0.970, -0.860], [1.537, 2.166, -0.914], [0.188, -1.710, 1.287], [0.808, -0.083, 0.941], [0.269, 0.483, 1.645], [-0.660, 0.535, 0.018], [0.666, -0.555, -1.824], [-0.299, -2.037, 2.389], [-0.783, -0.043, 0.058], [0.094, 1.619, -1.312], [-0.272, 0.251, 0.176], [-0.257, -0.899, 1.243], [-0.886, 0.333, -0.875], [0.130, 0.100, -0.182], [0.478, 0.468, 0.089], [-0.886, 0.078, -0.106], [-0.589, -0.252, 0.431], [-0.204, -1.245, 0.562], [-0.179, 0.032, -0.128], [0.262, -0.023, -0.891], [-0.283, -0.085, -0.515], [0.026, 0.863, -1.042]],
  "e_tot_ev": -48584.122,
  "e_above_lowest_kcal_mol": 0.0,
  "lumo_energy_ev": -3.83,
  "charge": 1,
  "gap_ev": 9.37
}

***

(2)
{
  "formula": "C19H38Cl12O5S",
  "method": "ωB97M-V/def2-TZVPD",
  "elements": ["C", "C", "O", "C", "O", "C", "C", "C", "O", "S", "O", "O", "C", "H", "H", "H", "H", "H", "H", "H", "H", "H", "H", "H", "H", "H", "H", "Cl", "C", "C", "Cl", "H", "H", "H", "H", "Cl", "C", "C", "Cl", "H", "H", "H", "H", "Cl", "C", "C", "Cl", "H", "H", "H", "H", "Cl", "C", "C", "Cl", "H", "H", "H", "H", "Cl", "C", "C", "Cl", "H", "H", "H", "H", "Cl", "C", "C", "Cl", "H", "H", "H", "H"],
  "xyz": [[3.7067, 2.5567, -0.1571], [2.4613, 2.9587, 0.7126], [1.5399, 3.6131, -0.1643], [0.2395, 3.3886, 0.1450], [-0.2143, 2.3330, 0.4084], [-0.6410, 4.6339, 0.0734], [-2.0308, 4.4230, 0.6818], [-3.0787, 4.2146, -0.4063], [-4.3944, 4.3229, 0.1819], [-5.3955, 3.3470, -0.7130], [-5.9371, 4.1261, -1.7845], [-6.6230, 3.0650, 0.3441], [-6.8007, 1.6362, 0.4725], [4.0676, 1.5530, 0.1201], [3.4596, 2.6126, -1.2179], [4.5078, 3.2830, 0.0106], [2.8473, 3.6285, 1.4862], [2.0844, 2.0351, 1.1509], [-0.7088, 4.9427, -0.9730], [-0.1662, 5.4702, 0.5849], [-2.2882, 5.2907, 1.2953], [-2.0908, 3.5600, 1.3492], [-2.9916, 3.2121, -0.8517], [-2.9474, 4.9360, -1.2222], [-7.4308, 1.2439, -0.3289], [-7.1939, 1.4096, 1.4615], [-5.8181, 1.1593, 0.3829], [4.7424, -1.5173, -0.8129], [5.5897, -1.5852, 0.7516], [4.6378, -1.7450, 1.9089], [3.6429, -0.2868, 2.1668], [6.1889, -0.6821, 0.8485], [6.2625, -2.4415, 0.7102], [5.1986, -1.9128, 2.8274], [3.9664, -2.5874, 1.7614], [5.6583, -4.6245, -1.8969], [5.2161, -6.1838, -1.1569], [4.5101, -6.0039, 0.1633], [5.5957, -5.3658, 1.4281], [6.1221, -6.7759, -1.0496], [4.5577, -6.6929, -1.8588], [4.1423, -6.9658, 0.5175], [3.6646, -5.3252, 0.0728], [-0.2862, 7.4408, -1.1319], [-0.5265, 9.1030, -0.5361], [-0.3066, 9.2036, 0.9522], [-1.5731, 8.3565, 1.8768], [-1.5290, 9.4192, -0.8154], [0.1899, 9.7364, -1.0577], [-0.3345, 10.2485, 1.2583], [0.6558, 8.7870, 1.2414], [5.5212, -9.4517, -2.9179], [5.8806, -8.5047, -4.3871], [4.6474, -7.8578, -4.9670], [3.5185, -9.0549, -5.6493], [6.3578, -9.1682, -5.1043], [6.5981, -7.7362, -4.1008], [4.9310, -7.1897, -5.7789], [4.1106, -7.2782, -4.2191], [-6.5351, -1.3857, -1.6276], [-7.1120, -2.7592, -0.6501], [-7.5778, -2.3311, 0.7194], [-6.2292, -1.7727, 1.7411], [-6.3054, -3.4862, -0.5872], [-7.9396, -3.2115, -1.1952], [-8.0377, -3.1756, 1.2314], [-8.3099, -1.5281, 0.6607], [-2.8767, -1.9772, 1.2138], [-1.7847, -1.6723, 2.5870], [-2.4060, -2.0642, 3.9039], [-3.7623, -0.9975, 4.3509], [-1.5112, -0.6194, 2.5711], [-0.8848, -2.2616, 2.4144], [-1.6648, -1.9845, 4.6982], [-2.7764, -3.0868, 3.8812]],
  "forces_ev_per_angstrom": [[-0.237, 0.338, 0.647], [2.233, -1.070, -1.269], [-0.266, 0.312, 0.981], [-0.549, 2.017, -0.643], [-0.223, -1.991, 0.661], [0.235, -0.352, 0.358], [-0.457, -0.085, -0.195], [0.264, 0.021, 0.131], [-0.824, -0.392, -0.305], [0.341, -0.880, 0.352], [-0.320, 0.732, -0.294], [0.573, 0.451, -0.130], [0.636, -0.201, -0.012], [-0.146, 0.442, -0.280], [-0.099, -0.271, 0.109], [0.022, -0.180, -0.051], [-0.663, 0.166, 0.023], [-0.560, 0.322, -0.042], [0.020, -0.152, 0.033], [0.288, -0.233, -0.055], [-0.118, 0.051, -0.284], [0.346, 0.048, -0.075], [0.256, 0.128, 0.101], [-0.266, 0.101, 0.203], [-0.131, 0.160, 0.176], [-0.121, 0.212, -0.106], [-0.231, -0.176, 0.114], [-0.081, 0.193, 0.032], [0.182, -0.072, 0.010], [0.075, -0.122, 0.066], [-0.069, -0.037, 0.071], [-0.094, 0.036, -0.009], [-0.090, -0.052, 0.010], [0.032, 0.043, -0.032], [-0.015, 0.057, -0.067], [0.066, -0.085, -0.024], [0.036, -0.085, -0.051], [-0.164, -0.097, -0.058], [0.003, 0.053, 0.017], [-0.006, 0.040, 0.041], [-0.053, -0.006, 0.080], [0.076, -0.013, -0.012], [0.081, 0.063, -0.009], [-0.011, 0.457, -0.121], [0.028, 0.170, -0.119], [0.067, 0.098, 0.030], [0.022, -0.057, -0.001], [-0.016, -0.087, 0.051], [0.036, -0.025, 0.054], [-0.053, -0.006, -0.044], [-0.047, -0.065, -0.026], [-0.018, -0.027, -0.005], [0.123, 0.124, -0.045], [0.029, 0.076, -0.037], [-0.020, -0.006, 0.033], [-0.083, -0.054, 0.031], [-0.063, 0.031, 0.018], [0.046, -0.037, 0.008], [-0.014, -0.061, 0.005], [0.039, -0.001, -0.004], [-0.081, -0.134, -0.026], [-0.086, -0.015, 0.074], [-0.128, 0.015, -0.012], [0.041, 0.082, 0.041], [-0.026, 0.056, 0.024], [0.045, -0.029, -0.041], [0.056, 0.019, -0.053], [0.073, 0.029, -0.011], [0.169, 0.021, -0.021], [0.099, -0.069, 0.062], [-0.032, -0.013, -0.013], [-0.084, 0.001, -0.016], [-0.034, -0.033, 0.043], [0.009, 0.059, -0.038], [-0.068, 0.050, -0.054]],
  "e_tot_ev": -191661.089,
  "e_above_lowest_kcal_mol": 8.6,
  "lumo_energy_ev": 0.36,
  "charge": 0,
  "gap_ev": 9.82
}